(1)
105
Properties=species:S:1:pos:R:3:lowdin_charge:R:1 method="wB97M-V/def2-TZVPD" s_squared=3.775 de_lowest_kcal_mol=21.8 spin_multiplicity=4
Cr -1.97358 1.65269 -0.68275 0.89
Cl -0.24288 3.81090 6.08004 0.65
C -0.51778 3.09131 4.52093 -0.67
C -0.02043 1.78674 4.27477 -0.06
C -0.20473 1.17907 3.07070 0.03
C -0.91190 1.85446 2.03476 -0.30
O -1.02570 1.27489 0.90543 -0.15
C -1.41039 3.16590 2.28718 -0.12
C -2.12481 3.89426 1.31294 -0.03
N -2.51928 3.45332 0.14280 0.02
C -3.24714 4.28487 -0.73967 -0.17
C -3.63924 5.58331 -0.52439 0.00
C -4.37123 6.29240 -1.49853 -0.06
C -4.72128 5.71641 -2.68438 -0.03
C -4.34608 4.37831 -2.94302 -0.14
C -4.66550 3.70151 -4.14224 0.01
C -4.27569 2.40756 -4.32220 -0.02
C -3.55327 1.76953 -3.29713 -0.07
N -3.23859 2.37402 -2.17734 0.04
C -3.61597 3.67124 -1.97258 -0.13
C -1.18114 3.77317 3.55459 -0.07
H 0.53047 1.28293 5.05905 0.11
H 0.22179 0.20906 2.83193 0.09
H -2.36503 4.91950 1.58388 0.12
H -3.39000 6.09576 0.39308 0.11
H -4.65486 7.31530 -1.28947 0.11
H -5.28081 6.26463 -3.43104 0.12
H -5.21763 4.22739 -4.91169 0.13
H -4.49531 1.86535 -5.23014 0.11
H -3.21119 0.74878 -3.41104 0.12
H -1.54334 4.77672 3.74097 0.11
C -1.60492 -2.44828 -1.81996 0.01
C -2.02059 -1.12253 -1.29241 -0.22
N -1.50750 -0.00990 -1.66104 -0.06
N -0.59789 0.10123 -2.66393 0.12
C -0.12997 1.33758 -2.65155 -0.44
O -0.54154 2.26448 -1.85436 -0.11
C 0.91408 1.68985 -3.63827 -0.14
C 1.64240 0.69523 -4.28510 -0.01
C 2.61106 1.04459 -5.21108 -0.07
C 2.85115 2.38193 -5.49842 -0.09
C 2.13104 3.37408 -4.84847 -0.08
C 1.16756 3.02953 -3.91389 -0.02
C -3.03818 -0.96947 -0.22828 -0.17
C -3.60226 -2.04985 0.43174 0.01
C -4.50845 -1.81374 1.45292 -0.03
C -4.83400 -0.51098 1.78999 -0.03
C -4.23455 0.51929 1.08739 -0.08
N -3.37222 0.29909 0.10042 0.04
H -1.06107 -2.31460 -2.75181 0.08
H -2.45989 -3.10688 -1.97501 0.09
H -0.92409 -2.91296 -1.09991 0.08
H 1.45983 -0.33942 -4.03409 0.10
H 3.18909 0.27172 -5.70110 0.10
H 3.61008 2.65088 -6.22247 0.10
H 2.32944 4.41681 -5.06133 0.10
H 0.61484 3.78956 -3.37825 0.11
H -3.30906 -3.05447 0.16670 0.12
H -4.94283 -2.64453 1.99300 0.12
H -5.52541 -0.28778 2.58945 0.11
H -4.43724 1.55804 1.31884 0.12
C 4.79458 -1.99656 3.52242 -0.03
C 4.47800 -1.12860 2.30848 -0.65
C 3.85126 0.18576 2.76838 -0.06
C 5.74626 -0.85153 1.50681 -0.03
O 3.61682 -1.87655 1.45602 -0.18
Si 2.07970 -1.60072 0.88816 -0.21
S 1.78266 0.14679 -0.06039 0.36
O 1.06559 -1.77024 2.22198 -0.19
C 0.57782 -2.91492 2.90789 -0.65
C -0.60507 -3.48501 2.13009 -0.03
C 0.10969 -2.41096 4.27056 -0.03
C 1.64740 -3.98807 3.09846 -0.02
O 1.75297 -3.01267 0.04468 -0.19
C 2.37233 -3.59724 -1.09621 -0.65
C 1.51427 -4.80812 -1.45410 -0.03
C 2.39141 -2.61171 -2.26107 -0.06
C 3.78867 -4.06127 -0.76259 -0.03
H 5.53096 -1.51035 4.16656 0.08
H 5.18926 -2.96214 3.20090 0.09
H 3.88830 -2.16732 4.10551 0.07
H 4.52274 0.68752 3.46994 0.09
H 2.90086 -0.00636 3.27254 0.07
H 3.64985 0.83892 1.92072 0.04
H 6.45235 -0.24675 2.08100 0.08
H 5.48205 -0.31584 0.59399 0.09
H 6.23189 -1.79037 1.23325 0.08
H -1.36897 -2.71225 2.02885 0.07
H -1.03911 -4.34923 2.64160 0.09
H -0.26706 -3.78985 1.14002 0.07
H -0.69652 -1.68288 4.15161 0.07
H 0.94065 -1.92571 4.78629 0.08
H -0.25448 -3.23265 4.89185 0.08
H 1.99859 -4.35397 2.13540 0.08
H 1.23884 -4.82472 3.67115 0.09
H 2.50050 -3.58147 3.63992 0.06
H 0.51053 -4.49310 -1.75011 0.06
H 1.43113 -5.47297 -0.59214 0.08
H 1.95561 -5.36583 -2.28315 0.08
H 1.39003 -2.20208 -2.41158 0.06
H 2.72611 -3.11305 -3.17397 0.09
H 3.05022 -1.76827 -2.05193 0.07
H 3.76343 -4.83952 0.00366 0.09
H 4.37912 -3.23059 -0.38197 0.07
H 4.27237 -4.46740 -1.65465 0.09



(2)
15
Properties=species:S:1:pos:R:3:lowdin_charge:R:1 method="wB97M-V/def2-TZVPD" de_lowest_kcal_mol=72.8 charge=+1 spin_multiplicity=1
C 2.00010 1.20783 1.37922 0.19
N 1.10831 0.91057 2.24703 0.21
H 2.21754 2.24863 1.16840 0.13
H 2.42150 0.39190 0.79973 0.13
H 0.63243 0.00510 2.22397 0.17
H 0.95990 1.54500 3.01209 0.16
C -0.82380 -1.79309 -0.96177 -0.12
C -0.84517 -0.47901 -1.68484 -0.24
C -1.50462 0.62126 -1.28007 -0.03
H -0.84208 -2.63159 -1.66226 0.07
H 0.06737 -1.96337 -0.35154 0.06
H -1.67846 -1.84697 -0.28049 0.07
H 0.01655 -0.28778 -2.33095 0.09
H -1.20020 1.65499 -1.32040 0.04
H -2.52937 0.41656 -0.95813 0.06



(3)
91
Properties=species:S:1:pos:R:3:lowdin_charge:R:1 method="wB97M-V/def2-TZVPD" charge=-1 spin_multiplicity=1
N 3.64949 -1.40788 0.61064 -0.01
C 3.17606 -0.06476 1.02617 -0.32
C 2.32226 0.62416 -0.01562 -0.21
C 1.68392 1.88073 0.65330 -0.38
N 0.67380 1.63193 1.63442 -0.17
C -0.54290 1.15559 1.05186 -0.40
C -0.87723 -0.32921 1.39773 -0.33
C -1.14353 -1.22797 0.21307 -0.65
I -3.08645 -0.87246 -0.64585 0.79
H 2.85891 -1.90377 0.21555 0.04
H 3.89286 -1.93040 1.44451 0.05
H 4.00834 0.59094 1.26884 0.07
H 2.53661 -0.14860 1.90935 0.08
H 1.53088 -0.06447 -0.33144 0.08
H 2.91869 0.89415 -0.89432 0.09
H 1.34757 2.56797 -0.15185 0.08
H 2.51531 2.36265 1.18482 0.07
H -1.39471 1.75562 1.41370 0.07
H -0.55930 1.23993 -0.05418 0.08
H -1.76126 -0.35564 2.04134 0.07
H -0.05149 -0.72382 1.99072 0.09
H -0.44975 -1.06227 -0.60786 0.02
H -1.10724 -2.28478 0.46458 0.03
C 6.74184 -0.32680 -0.66386 -0.07
C 6.87399 1.18830 -0.78176 -0.43
C 8.31692 1.70114 -0.86735 -0.21
O 9.05384 1.67457 0.34089 -0.19
C 9.54539 0.40757 0.72327 -0.12
N 6.11255 1.80766 0.30224 0.05
H 6.92054 -0.67083 0.35452 0.06
H 5.72759 -0.63599 -0.90997 0.06
H 7.43813 -0.84054 -1.33303 0.07
H 6.39715 1.48467 -1.72199 0.13
H 8.28327 2.75712 -1.14847 0.12
H 8.87316 1.17112 -1.65494 0.12
H 9.87543 -0.17038 -0.14639 0.09
H 8.80204 -0.16887 1.27787 0.07
H 10.40064 0.57631 1.37814 0.08
H 6.06702 2.81344 0.16735 0.08
H 6.63101 1.68481 1.16787 0.08
C 2.76258 2.34609 6.62865 -0.08
C 3.69217 2.63617 5.45473 -0.43
C 3.51914 1.70044 4.25557 -0.21
O 4.05190 0.39651 4.42692 -0.20
C 3.23762 -0.48678 5.16440 -0.12
N 5.07893 2.67778 5.94281 0.03
H 3.11886 1.51045 7.23158 0.06
H 2.71186 3.21390 7.28767 0.07
H 1.75254 2.11922 6.28437 0.08
H 3.44563 3.63667 5.08777 0.13
H 4.07486 2.12524 3.41580 0.11
H 2.46992 1.64268 3.93375 0.11
H 2.17878 -0.33482 4.93298 0.09
H 3.39561 -0.38914 6.24337 0.07
H 3.51455 -1.50149 4.87526 0.08
H 5.68184 3.00257 5.19293 0.06
H 5.37168 1.71827 6.10658 0.06
C -8.54646 -3.45834 -1.20028 -0.07
C -7.15023 -2.98812 -1.60022 -0.43
C -6.64501 -3.54693 -2.93479 -0.20
O -6.24680 -4.90586 -2.92011 -0.18
C -7.29631 -5.84623 -2.95453 -0.12
N -6.22239 -3.23793 -0.49502 0.05
H -8.52962 -4.45806 -0.76623 0.06
H -8.95707 -2.79177 -0.44197 0.07
H -9.22870 -3.46347 -2.05359 0.07
H -7.19969 -1.90352 -1.74036 0.12
H -5.74574 -2.99030 -3.20635 0.12
H -7.38453 -3.38450 -3.73322 0.12
H -8.11211 -5.51088 -3.60433 0.09
H -7.69245 -6.05592 -1.95750 0.07
H -6.88832 -6.77409 -3.35582 0.08
H -5.33435 -2.79674 -0.71977 -0.03
H -6.01866 -4.23326 -0.46955 0.07
C -4.92755 2.98753 -4.68484 -0.07
C -5.07452 1.57213 -5.23452 -0.44
C -6.18777 0.74537 -4.57975 -0.22
O -5.90623 0.27114 -3.28390 -0.22
C -6.05223 1.21215 -2.23579 -0.12
N -3.77128 0.90604 -5.18226 0.04
H -4.37994 3.00144 -3.74348 0.07
H -4.36341 3.60028 -5.38754 0.07
H -5.90014 3.45854 -4.52661 0.08
H -5.35394 1.66019 -6.29008 0.13
H -6.32944 -0.15525 -5.18405 0.12
H -7.14138 1.29485 -4.58486 0.12
H -6.92308 1.85707 -2.39517 0.09
H -5.15479 1.81875 -2.10276 0.07
H -6.20205 0.64207 -1.31914 0.07
H -3.82412 0.01474 -5.66563 0.07
H -3.56945 0.66413 -4.21493 0.06



(4)
99
Properties=species:S:1:pos:R:3:lowdin_charge:R:1 method="wB97M-V/def2-TZVPD" charge=-1 spin_multiplicity=1
C 4.92556 -0.29411 1.56685 -0.12
O 4.29293 -1.59134 1.91725 -0.28
C 5.04213 -2.72225 1.31074 -0.22
C 4.22954 -4.15981 1.38476 -0.17
C 2.82684 -4.13852 0.48227 -0.22
C 1.84044 -5.43622 0.81747 -0.22
C 0.62865 -5.58313 -0.29180 -0.21
C -0.89236 -5.51818 0.39983 -0.23
C -2.09301 -5.90228 -0.65910 -0.22
C -2.43673 -4.68762 -1.73725 -0.21
C -3.74426 -3.89788 -1.13985 -0.23
C -3.88310 -2.35540 -1.75325 -0.20
C -2.64777 -1.41773 -1.25896 -0.13
C -3.02054 -0.20062 -0.23014 -0.23
O -4.43235 0.22056 -0.23210 -0.17
C -5.10190 -0.13342 1.04860 -0.12
F -6.58314 -0.04146 0.95868 -0.09
C -1.95171 1.08618 -0.31435 -0.34
C -0.49716 0.39616 0.14822 -0.08
C 0.52940 0.24446 -1.15417 -0.19
C 1.86653 -0.68382 -0.77709 -0.15
C 2.80667 -0.63929 -2.15686 -0.23
O 3.41635 -1.95913 -2.46153 -0.16
C -2.48804 2.17893 0.77822 -0.14
P -1.25054 3.53554 1.28129 0.78
O -0.84906 3.22785 2.81320 -0.41
O -1.95632 5.16472 1.33975 -0.23
O 0.26953 3.50918 0.40230 -0.20
O -1.72635 1.58561 -1.66854 -0.14
C -2.91310 2.11921 -2.32601 -0.25
C -3.31692 1.02070 -3.52079 -0.19
N -3.73660 1.66728 -4.81957 -0.06
C -2.65220 3.54714 -3.15465 -0.06
B -2.08463 4.75998 -2.14370 -0.44
O -3.17402 5.50630 -1.41954 0.00
O -0.66130 5.12218 -1.99600 0.03
H 4.97587 -0.17974 0.39701 0.09
H 4.24925 0.58306 1.97865 0.11
H 6.01832 -0.20344 2.00616 0.11
H 6.05156 -2.84239 1.93384 0.13
H 5.33749 -2.45529 0.20886 0.12
H 3.87741 -4.27128 2.51375 0.12
H 4.87757 -5.08895 1.06860 0.11
H 3.04900 -4.07971 -0.67522 0.11
H 2.22864 -3.19025 0.87750 0.11
H 1.34915 -5.18615 1.87224 0.11
H 2.50162 -6.41722 0.90633 0.11
H 0.70429 -4.75230 -1.13658 0.11
H 0.70918 -6.66887 -0.74829 0.11
H -1.06653 -4.48119 0.95597 0.12
H -0.88178 -6.33482 1.25720 0.11
H -1.81171 -6.87633 -1.27597 0.11
H -3.06125 -6.10152 -0.02127 0.10
H -1.49390 -3.96954 -1.82768 0.10
H -2.62203 -5.12161 -2.83060 0.12
H -3.73290 -3.78852 0.02634 0.11
H -4.72557 -4.45909 -1.49896 0.12
H -4.95773 -1.99757 -1.47526 0.11
H -3.84909 -2.48790 -2.92996 0.12
H -2.02254 -1.07221 -2.21560 0.11
H -1.89641 -2.13213 -0.66632 0.11
H -2.83087 -0.64056 0.86531 0.15
H -4.86170 -1.24375 1.39834 0.15
H -4.73319 0.61299 1.87374 0.14
H -0.64825 -0.71862 0.54794 0.12
H 0.02844 0.97266 1.01823 0.12
H 0.89372 1.28786 -1.56835 0.13
H 0.01968 -0.31855 -2.06864 0.10
H 2.44023 -0.28386 0.17274 0.11
H 1.47153 -1.79711 -0.62056 0.10
H 2.05001 -0.42874 -3.05225 0.12
H 3.58562 0.23441 -2.13826 0.12
H 3.31444 -2.06035 -3.45658 0.10
H -2.77087 1.56064 1.75948 0.12
H -3.50402 2.72159 0.46902 0.12
H -2.76420 5.12967 1.94960 0.09
H 0.95516 3.83076 1.06654 0.07
H -3.84054 2.32345 -1.64736 0.15
H -4.15914 0.30132 -3.11798 0.12
H -2.29525 0.44801 -3.75267 0.13
H -3.33919 1.04488 -5.57838 0.08
H -4.77138 1.76956 -4.91097 0.08
H -1.86896 3.41547 -4.02620 0.12
H -3.68800 3.97963 -3.56197 0.13
H -2.82506 6.43066 -1.17031 0.12
H -0.46667 5.70255 -2.80447 0.12
B 4.01721 5.06003 4.01619 -0.93
O 4.46999 3.70072 4.32846 0.24
C 5.80536 3.75036 4.43277 -0.39
O 6.50750 2.78531 4.68768 0.13
C 6.26469 5.09488 4.20126 -0.39
O 7.42515 5.47158 4.22514 0.13
O 5.21984 5.89636 3.95042 0.24
O 3.28687 5.09019 2.74494 0.24
C 2.05843 5.55447 3.01346 -0.37
O 1.18603 5.70601 2.17369 0.12
C 1.93900 5.83736 4.41988 -0.38
O 0.94732 6.27112 4.98366 0.14
O 3.09172 5.55225 5.04157 0.24



So what do the calculations give for E_tot? Going down the list: -121702.629 -5790.700 -48982.972 -78465.516 eV.